No. 1
110
Properties=species:S:1:pos:R:3:forces:R:3 method="wB97M-V/def2-TZVPD" homo_ev="-17.79 / -17.78" homo_lumo_gap_ha="0.2489 / 0.2489" lumo_energy_ha="-0.4049 / -0.4046" total_charge=+4
W -1.1443 -1.0586 1.3091 0.2 0.1 0.0
C -5.4787 -1.2323 0.3385 0.0 0.0 0.0
C -5.8256 0.0933 0.1267 0.0 0.0 0.0
C -4.8668 1.0682 0.3414 0.1 0.0 0.0
C -3.5884 0.6954 0.7261 0.0 -0.1 0.0
N -3.2326 -0.6022 0.8832 -0.2 0.0 0.1
C -4.1873 -1.5370 0.7208 0.0 0.1 0.0
C -2.5413 1.6482 1.0975 0.0 0.0 0.0
C -2.6510 3.0281 1.0367 0.0 0.0 0.0
C -1.6095 3.8008 1.5223 0.0 0.0 0.0
C -0.5094 3.1812 2.0969 0.0 0.0 0.0
C -0.4559 1.7992 2.1262 0.0 0.0 0.0
N -1.4467 1.0547 1.5992 0.0 0.0 0.0
C 0.5926 1.0108 2.7926 0.0 0.0 0.0
C 1.6178 1.5753 3.5286 0.0 0.0 0.0
C 2.4382 0.7568 4.2912 0.0 0.0 0.0
C 2.1728 -0.6025 4.3282 0.0 0.0 0.0
C 1.1470 -1.1006 3.5490 0.0 0.0 0.0
N 0.3913 -0.3275 2.7535 0.0 0.1 0.0
H -6.2012 -2.0282 0.2193 0.0 0.0 0.0
H -6.8283 0.3648 -0.1760 0.0 0.0 0.0
H -5.1177 2.1125 0.2272 0.0 0.0 0.0
H -3.8945 -2.5528 0.9249 0.0 0.0 0.0
H -3.5342 3.4961 0.6277 0.0 0.0 0.0
H -1.6662 4.8803 1.4800 0.0 0.0 0.0
H 0.2880 3.7746 2.5185 0.0 0.0 0.0
H 1.7651 2.6451 3.5328 0.0 0.0 0.0
H 3.2461 1.1792 4.8739 0.0 0.0 0.0
H 2.7498 -1.2749 4.9475 0.0 0.0 0.0
H 0.9125 -2.1543 3.5643 0.0 0.0 0.0
N -2.2342 -5.0530 2.6631 0.0 0.0 0.0
C -1.4702 -4.1634 2.0720 -0.1 -0.1 0.0
O -1.9347 -3.0445 1.7225 0.0 0.0 0.0
C -0.0435 -4.5758 1.8047 0.0 0.0 0.0
I 0.9723 -3.0067 0.8110 0.0 0.0 -0.1
H -3.1928 -4.8332 2.9051 0.0 0.0 0.0
H -1.8904 -5.9716 2.9075 0.0 0.0 0.0
H -0.0144 -5.4539 1.1603 0.0 0.0 0.0
H 0.4768 -4.8116 2.7321 0.0 0.0 0.0
C -5.0772 -3.3697 4.5696 0.0 0.0 0.0
Ge -5.0607 -1.5856 5.3911 0.0 0.0 0.0
C -6.8177 -0.7871 5.5454 0.0 0.0 0.0
C -4.0156 -1.5427 7.0289 0.0 0.0 0.0
C -4.0880 -0.5321 3.9612 0.0 0.0 0.0
Se -2.2279 -1.1015 3.8502 0.0 0.0 0.0
C -1.5717 0.3263 4.9876 0.0 0.0 0.0
H -4.8719 -4.1515 5.2997 0.0 0.0 0.0
H -4.3068 -3.3986 3.7918 0.0 0.0 0.0
H -6.0416 -3.5764 4.1063 0.0 0.0 0.0
H -7.4205 -1.3697 6.2421 0.0 0.0 0.0
H -7.3322 -0.7714 4.5849 0.0 0.0 0.0
H -6.7498 0.2303 5.9288 0.0 0.0 0.0
H -4.4590 -2.2339 7.7462 0.0 0.0 0.0
H -4.0306 -0.5511 7.4816 0.0 0.0 0.0
H -2.9817 -1.8560 6.8743 0.0 0.0 0.0
H -4.0837 0.5470 4.1162 0.0 0.0 0.0
H -4.5838 -0.7540 3.0191 0.0 0.0 0.0
H -2.1883 0.2788 5.8829 0.0 0.0 0.0
H -1.6994 1.2906 4.5008 0.0 0.0 0.0
H -0.5360 0.1410 5.2555 0.0 0.0 0.0
C 4.4187 -1.3312 -3.7465 0.0 0.0 0.0
C 4.2293 -0.2645 -4.8404 0.0 0.0 0.0
C 3.0883 -0.7253 -5.7547 0.0 0.0 0.0
C 5.5248 -0.1477 -5.6909 0.0 0.0 0.0
Si 4.0748 1.4560 -4.1099 0.2 0.1 -0.2
Br 0.5981 0.1147 -0.3405 -0.1 -0.1 0.3
C 2.8364 2.6629 -4.8346 0.0 0.0 0.0
C 2.7139 4.0205 -4.1326 0.0 0.0 0.0
C 3.4184 2.8922 -6.2580 0.0 0.0 0.0
C 1.4259 2.0577 -4.9413 0.0 0.0 0.0
C 5.3812 2.0780 -2.9162 0.0 0.0 0.0
C 6.3180 1.0210 -2.3184 0.0 0.0 0.0
C 6.2235 3.0376 -3.8009 0.0 0.0 0.0
C 4.7506 2.8622 -1.7507 0.0 0.0 0.0
H 4.5145 -2.3031 -4.2361 0.0 0.0 0.0
H 3.5549 -1.3869 -3.0780 0.0 0.0 0.0
H 5.3128 -1.1803 -3.1490 0.0 0.0 0.0
H 3.3641 -1.6982 -6.1677 0.0 0.0 0.0
H 2.9147 -0.0611 -6.5995 0.0 0.0 0.0
H 2.1520 -0.8542 -5.2107 0.0 0.0 0.0
H 5.7224 -1.1265 -6.1353 0.0 0.0 0.0
H 6.4046 0.1217 -5.1067 0.0 0.0 0.0
H 5.4227 0.5620 -6.5147 0.0 0.0 0.0
H 3.6566 4.5603 -4.0641 0.0 0.0 0.0
H 2.2888 3.9287 -3.1326 0.0 0.0 0.0
H 2.0354 4.6411 -4.7222 0.0 0.0 0.0
H 4.4151 3.3391 -6.2404 0.0 0.0 0.0
H 2.7644 3.5973 -6.7773 0.0 0.0 0.0
H 3.4537 1.9845 -6.8604 0.0 0.0 0.0
H 1.0125 1.8181 -3.9575 0.0 0.0 0.0
H 1.3853 1.1686 -5.5634 0.0 0.0 0.0
H 0.7714 2.8043 -5.3972 0.0 0.0 0.0
H 6.8470 0.4349 -3.0676 0.0 0.0 0.0
H 5.7949 0.3407 -1.6458 0.0 0.0 0.0
H 7.0766 1.5429 -1.7309 0.0 0.0 0.0
H 6.7144 2.5225 -4.6296 0.0 0.0 0.0
H 7.0141 3.4612 -3.1765 0.0 0.0 0.0
H 5.6488 3.8723 -4.2017 0.0 0.0 0.0
H 4.0771 2.2388 -1.1560 0.0 0.0 0.0
H 4.2128 3.7494 -2.0720 0.0 0.0 0.0
H 5.5563 3.1910 -1.0903 0.0 0.0 0.0
C -2.4585 -0.7649 -2.0822 0.0 0.0 0.0
S -1.4731 -1.9459 -1.1471 0.0 0.1 0.0
C -2.4503 -3.4455 -1.3624 0.0 0.0 0.0
H -2.3162 -0.9795 -3.1396 0.0 0.0 0.0
H -2.0711 0.2275 -1.8617 0.0 0.0 0.0
H -3.5141 -0.8397 -1.8284 0.0 0.0 0.0
H -3.4235 -3.4058 -0.8839 0.0 0.0 0.0
H -1.8693 -4.2866 -0.9897 0.0 0.0 0.0
H -2.5803 -3.5755 -2.4362 0.0 0.0 0.0


No. 2
14
Properties=species:S:1:pos:R:3:forces:R:3 method="wB97M-V/def2-TZVPD" homo_ev=-7.68 homo_lumo_gap_ha=0.3013 lumo_energy_ha=0.0192 total_charge=0
O -1.1446 -0.5250 1.5201 0.5 -0.3 -0.7
C -0.9272 0.1043 0.2802 -0.9 0.2 -1.2
C -0.2230 1.4433 0.3706 -0.5 -0.4 -0.3
O 1.1576 1.1532 0.2190 0.1 -0.7 0.4
C 1.5167 -0.1269 -0.0749 1.8 0.5 -1.2
N 1.2413 -0.9208 -1.0400 0.2 -0.8 1.6
C -0.0797 -1.1513 -1.3278 -1.2 1.6 1.0
H -0.3083 -0.7049 1.9679 0.0 0.1 -0.1
H -1.8633 0.1486 -0.2222 -0.9 0.3 0.1
H -0.5621 2.1357 -0.4085 0.1 -0.3 -0.1
H -0.3240 1.9680 1.3427 -0.2 -0.4 -0.3
H 2.4032 -0.3436 0.4896 0.8 0.1 0.0
H -0.2874 -1.3196 -2.4121 -0.4 0.8 0.8
H -0.5993 -1.8610 -0.7045 0.4 -0.6 0.0


No. 3
15
Properties=species:S:1:pos:R:3:forces:R:3 method="wB97M-V/def2-TZVPD" homo_ev=-9.67 homo_lumo_gap_ha=0.3752 lumo_energy_ha=0.0197 total_charge=0
C 0.6698 -1.0266 -0.1295 1.0 1.3 -0.5
N 0.2150 -0.5852 1.1846 -1.9 0.5 0.6
C 0.4888 0.6979 1.6856 1.4 1.1 -3.0
C 1.9399 1.0302 1.8947 0.7 -0.4 0.2
O -0.3529 1.5727 1.6179 -0.2 -0.4 1.2
H 0.3625 -2.0567 -0.2425 0.1 -0.1 -0.4
H 0.2871 -0.3489 -0.9230 -0.4 -0.6 0.2
H 1.7414 -0.8945 -0.2861 0.2 -0.5 0.5
H -0.7855 -0.4355 1.0268 0.0 -0.8 0.4
H 2.0844 2.0462 2.2673 -0.2 -0.4 0.6
H 2.5255 1.0532 0.9667 -0.6 -0.2 -0.3
H 2.4232 0.2125 2.4419 0.0 0.5 0.4
O -4.1595 -0.2254 -3.9201 -0.8 0.3 0.1
H -3.3675 -0.2666 -4.4469 0.5 -0.3 0.1
H -4.0723 -0.7733 -3.1373 0.4 -0.1 -0.1


No. 4
44
Properties=species:S:1:pos:R:3:forces:R:3 method="wB97M-V/def2-TZVPD" homo_ev=-8.94 homo_lumo_gap_ha=0.3307 lumo_energy_ha=0.0022 total_charge=0
C 4.0923 1.7560 -2.7921 -0.2 0.0 0.1
C 2.6274 1.8619 -2.3779 0.2 0.0 -0.6
N 2.3414 1.1953 -1.1255 0.0 -1.2 0.0
C 2.7197 1.8207 0.1213 -0.2 0.1 0.6
C 1.6046 2.6966 0.6886 0.3 -0.1 -0.1
S 2.0867 -0.4355 -1.1567 -0.4 0.2 0.1
O 2.6257 -1.0326 0.0327 -0.1 0.2 0.1
O 2.4818 -0.9642 -2.4289 -0.1 0.2 -0.1
C 0.2939 -0.5990 -1.0437 0.5 0.2 0.0
C -0.2021 -1.8578 -0.7520 -0.2 -0.2 0.0
C -1.5665 -2.0315 -0.5889 0.3 -0.1 -0.1
C -2.3968 -0.9336 -0.7102 -0.5 0.1 0.1
S -4.1345 -1.1167 -0.3298 -0.1 -0.3 0.3
O -4.7487 -2.0813 -1.1887 0.1 -0.2 0.0
O -4.7169 0.1935 -0.2380 0.3 0.1 0.0
N -4.0412 -1.8331 1.1839 -0.1 0.2 -0.9
C -3.6084 -0.9491 2.2565 0.2 0.3 0.2
C -2.1245 -1.0541 2.4117 0.4 0.4 0.3
C -1.3953 -2.1819 2.6331 -0.2 0.2 0.1
C -0.0030 -1.9463 2.6718 0.1 0.0 0.1
C 0.3099 -0.6414 2.4831 -0.3 0.4 0.0
S -1.0931 0.3269 2.2510 0.0 -0.7 0.3
C -1.9103 0.3166 -1.0352 -0.1 0.0 -0.1
C -0.5447 0.4850 -1.2134 -0.1 0.0 -0.2
H 4.2472 2.2690 -3.7375 0.1 0.1 -0.1
H 4.7440 2.2007 -2.0438 0.1 0.1 0.0
H 4.3531 0.7081 -2.9096 0.1 0.0 0.0
H 2.0066 1.3819 -3.1362 0.0 0.3 -0.1
H 2.3267 2.9100 -2.2844 -0.1 -0.1 0.0
H 2.9533 1.0116 0.8148 0.1 0.3 0.1
H 3.6245 2.4186 -0.0246 0.0 -0.1 0.0
H 1.9364 3.1537 1.6170 0.0 0.1 0.1
H 1.3453 3.4884 -0.0104 -0.1 0.1 0.0
H 0.7154 2.1048 0.8912 -0.1 0.0 0.0
H 0.4926 -2.6739 -0.6350 0.0 -0.2 0.1
H -1.9953 -2.9906 -0.3487 0.1 -0.2 0.1
H -4.8839 -2.3528 1.3702 -0.2 -0.1 -0.1
H -4.1028 -1.2439 3.1863 0.0 0.0 -0.2
H -3.8938 0.0832 2.0209 -0.1 -0.1 0.3
H -1.8437 -3.1505 2.7602 -0.1 -0.2 0.0
H 0.7322 -2.7131 2.8315 0.2 -0.1 0.0
H 1.2801 -0.1893 2.4574 0.3 0.1 0.0
H -2.6036 1.1387 -1.1169 0.0 0.2 0.0
H -0.1317 1.4508 -1.4548 0.0 0.1 0.0


No. 5
12
Properties=species:S:1:pos:R:3:forces:R:3 method="wB97M-V/def2-TZVPD" homo_ev=-10.04 homo_lumo_gap_ha=0.3927 lumo_energy_ha=0.0238 total_charge=0
H 0.9928 -1.9679 -0.9858 -0.7 0.7 0.1
N 1.0726 -0.9397 -0.9776 0.2 -1.0 0.3
C 0.3269 -0.2270 -0.2608 -1.1 -0.6 1.1
C 0.6926 1.2294 -0.2224 0.9 -0.2 -0.8
C -1.0467 -0.7643 0.5911 3.1 -1.1 0.8
C -2.2042 -0.3540 -0.1193 -2.6 0.0 -1.5
N -3.1894 -0.1387 -0.6972 1.5 0.0 0.8
H 0.2651 1.6950 -1.1222 -0.2 0.3 0.6
H 1.7964 1.2908 -0.3645 -0.8 -0.1 0.1
H 0.4647 1.7130 0.7083 -0.5 0.4 0.2
H -1.1745 -0.3847 1.6889 0.8 -0.7 -2.0
H -0.9289 -1.9374 0.5725 -0.5 2.3 0.2


No. 6
80
Properties=species:S:1:pos:R:3:forces:R:3 method="wB97M-V/def2-TZVPD" homo_ev=-12.31 homo_lumo_gap_ha=0.1638 lumo_energy_ha=-0.2885 total_charge=+2
N -6.5306 4.9026 -4.6119 0.1 -0.4 0.2
C -6.3662 5.1508 -3.3142 0.6 -0.5 0.0
C -5.4972 4.4074 -2.4978 0.2 -0.4 -0.7
C -4.7660 3.3063 -3.0515 -0.8 0.8 0.0
C -5.0148 3.0221 -4.4180 0.0 0.3 0.5
C -5.8875 3.8569 -5.1333 0.4 -0.4 0.3
C -3.7820 2.6357 -2.1705 0.3 0.2 -0.1
Be -1.5664 0.1531 -0.0976 2.3 -5.5 1.5
P 4.5974 -0.7479 0.7783 1.8 -0.8 0.0
C -2.8456 1.6991 -2.5349 -1.6 0.7 1.3
C -1.7183 1.3678 -1.6785 -1.0 1.8 -0.9
C -0.4491 1.1923 -2.2266 0.4 -0.5 0.6
C 0.7078 1.3723 -1.4565 0.4 1.0 0.0
C 0.6245 2.0288 -0.2044 -0.4 0.0 1.2
C -0.6682 2.1006 0.3989 0.5 0.3 0.1
C -1.8491 1.6830 -0.2910 0.7 2.9 -0.5
Br 2.1814 2.7652 0.8017 -2.6 -0.6 -1.2
H -3.7847 3.0966 -1.1545 0.2 -0.4 -0.9
H -2.9205 1.2805 -3.4960 0.2 -0.4 -1.2
H -5.3850 4.7329 -1.4647 0.1 -0.3 -0.1
H -4.5353 2.1927 -4.9379 -0.1 0.2 0.2
H -6.9354 5.9868 -2.9243 0.1 0.0 0.1
H -6.0673 3.6608 -6.1881 0.0 0.0 0.1
H -0.3431 0.9897 -3.2890 -0.1 -0.1 0.2
H -2.8590 1.7511 0.1058 0.0 0.5 0.3
H 1.6652 1.1676 -1.9547 -0.3 0.2 0.5
H -0.8401 2.4901 1.4075 0.5 -0.2 -0.4
P -0.6008 -1.9967 0.4217 -1.0 0.7 -0.6
C 4.8013 1.0755 0.7128 -1.0 0.1 0.0
C 6.1716 1.5563 0.2810 0.2 0.1 0.3
H 4.5249 1.4555 1.7067 0.2 0.1 -0.1
H 4.0542 1.4435 -0.0052 0.5 -0.1 0.4
H 6.2365 2.6378 0.4471 0.1 -0.2 -0.1
H 6.9377 1.0581 0.8791 0.1 0.1 -0.2
H 6.3461 1.3730 -0.7824 0.1 -0.1 0.2
C 3.7380 -1.0542 -0.7973 -0.2 0.1 -0.1
C 4.6033 -1.9394 -1.6918 -0.2 0.0 -0.3
H 3.5174 -0.0790 -1.2577 0.0 -0.3 -0.1
H 2.7911 -1.5445 -0.5574 0.4 0.3 -0.2
H 4.2121 -1.9320 -2.7132 0.2 -0.1 0.0
H 5.6441 -1.5921 -1.7051 -0.3 -0.1 0.0
H 4.5973 -2.9716 -1.3209 0.1 0.2 -0.1
C 3.4245 -1.2581 2.1061 -0.2 0.4 -0.4
C 4.2266 -1.8965 3.2566 -0.2 0.0 -0.1
H 2.7221 -1.9977 1.6554 0.4 0.4 0.2
H 2.8385 -0.3804 2.3925 0.1 -0.3 0.0
H 3.6334 -2.6223 3.8086 -0.1 0.0 0.1
H 5.0805 -2.4344 2.8332 -0.1 0.1 0.2
H 4.6090 -1.1639 3.9778 0.0 -0.1 -0.3
C -0.5636 -3.2933 1.7276 0.4 0.9 0.9
C -1.3860 -4.5637 1.5658 -0.2 -0.1 -0.3
H -0.8495 -2.7612 2.6402 0.1 -0.2 0.0
H 0.5043 -3.5293 1.8090 -0.1 0.0 0.1
H -2.4483 -4.3936 1.7464 0.0 0.1 -0.1
H -1.2687 -5.0404 0.5932 0.0 0.0 -0.1
H -1.0585 -5.2942 2.3109 0.0 0.2 -0.1
C 0.5097 -2.6800 -0.8604 0.2 0.2 0.1
C 0.2167 -2.2399 -2.2861 0.0 0.0 -0.3
H 0.5388 -3.7741 -0.7670 -0.2 0.2 0.0
H 1.5085 -2.3139 -0.5666 -0.6 -0.5 -0.1
H -0.7588 -2.5855 -2.6442 0.1 0.0 0.1
H 0.2527 -1.1481 -2.3817 0.0 -0.3 0.0
H 0.9741 -2.6468 -2.9623 -0.1 0.1 0.1
C -2.3276 -2.0775 -0.2401 0.6 -0.3 -0.6
C -3.4114 -1.7228 0.7728 -0.2 0.1 0.4
H -2.4303 -3.0690 -0.6934 -0.4 0.2 -0.2
H -2.3562 -1.3365 -1.0810 -0.2 -0.5 -0.3
H -3.9130 -0.8030 0.4623 -0.3 0.0 0.1
H -4.1731 -2.5089 0.8119 0.1 0.3 0.0
H -3.0393 -1.5531 1.7898 0.1 -0.1 -0.1
C -0.4642 1.7892 4.0222 0.5 -0.1 0.5
S -0.1136 0.2291 3.1683 -0.3 0.3 -0.7
C 1.2251 -0.4400 4.1139 0.1 -0.3 1.1
O -1.2983 -0.6726 3.3803 0.1 0.2 -0.2
H -0.1611 1.6862 5.0816 -0.3 0.3 -0.5
H -1.5472 1.9574 3.9565 0.3 -0.1 0.0
H 0.0913 2.6044 3.5211 -0.2 -0.4 0.4
H 0.8791 -0.5662 5.1466 0.0 0.1 -0.1
H 1.4798 -1.4363 3.7175 -0.2 0.5 0.0
H 2.1146 0.2023 4.1015 -0.4 -0.1 0.0


Calculated values (eV) of energy relative to the best compared isomer or geometry (same formula, charge and spin) for the records, taken in order: 2.437, 5.583, 1.546, 0.141, 1.652, 0.614.
Calculated values (eV/A) of largest force on an atom for the records, taken in order: 0.31, 2.24, 3.47, 1.22, 3.41, 6.18.